Record 1
ORCA calculation (ωB97M-V/def2-TZVPD) on a cluster of 2 separate species, C5H9N in total at a distorted geometry.

Output
maximum force	1.027	eV/Å
orbital gap	10.5	eV
spin multiplicity	1
E_tot	-250.60566	a.u.

```
15
Properties=species:S:1:pos:R:3:forces:R:3
C -0.1731 -1.3909 0.0312 -0.163 -0.132 0.047
C -0.1939 0.0981 -0.1449 -0.483 -0.048 -0.090
C -0.0782 0.5904 -1.5572 -0.127 -0.013 -0.145
C -0.4874 0.9425 0.8511 -0.218 0.044 -0.045
C -0.7624 0.4928 2.1844 -0.157 -0.312 0.796
N -1.0039 0.1163 3.2536 0.246 0.359 -0.930
H -0.1108 -1.6987 1.0772 -0.020 0.120 -0.107
H 0.6219 -1.8989 -0.5298 -0.105 0.347 0.049
H -1.1286 -1.7519 -0.3669 0.099 -0.156 0.030
H 2.3123 0.0222 -0.0453 0.540 -0.138 -0.135
H -1.0181 0.3159 -2.0516 0.137 0.038 -0.115
H 0.7303 0.1052 -2.1183 -0.105 0.056 0.257
H 0.0333 1.6749 -1.6396 0.003 -0.157 0.148
H -0.5814 2.0076 0.6629 0.056 -0.105 0.090
H 1.8399 0.3746 0.3931 0.299 0.096 0.148
```
Forces are in eV/Å.


Record 2
ORCA calculation (ωB97M-V/def2-TZVPD) on a cluster of 2 separate species, C5H9NO in total at a distorted geometry.

Output
total charge	-1
maximum force	3.450	eV/Å
orbital gap (alpha / beta)	6.1 / 4.7	eV
spin multiplicity	2
E_tot	-325.72220	a.u.

```
16
Properties=species:S:1:pos:R:3:forces:R:3
O 2.8528 0.5262 0.4121 -0.147 -0.304 0.396
C 2.7056 -0.7015 0.8618 1.678 0.970 -2.767
N 1.2954 -1.4031 0.6120 0.077 0.577 3.400
C 0.3927 -0.5491 0.9284 -0.205 -2.446 -1.677
C -2.6193 -0.4872 -1.2539 0.058 0.237 -0.233
C -2.6397 0.7611 -0.6523 -0.522 -0.575 -0.058
C -1.9237 1.8920 -0.9617 -0.617 -0.631 0.156
H 2.8328 -0.8098 1.9577 -0.605 -0.311 0.050
H 3.4335 -1.4225 0.3981 -0.193 -0.124 0.124
H -0.3137 -0.8786 1.7135 -0.938 0.330 -0.711
H 0.2112 0.2683 0.2248 0.334 1.315 1.163
H -1.8307 -0.8405 -1.9034 0.014 0.194 -0.139
H -3.4534 -1.1493 -1.0796 0.131 -0.255 0.201
H -3.3906 0.8028 0.1340 0.134 0.394 0.172
H -2.0649 2.7313 -0.2984 0.352 0.339 -0.342
H -1.3971 1.9208 -1.9042 0.449 0.290 0.266
```
Forces are in eV/Å.


We obtain energy relative to the best compared isomer or geometry (same formula, charge and spin) values of 160.9, 371.0 kJ/mol for the records listed above, in that order.